(1)
DFT (wB97M-V/def2-TZVPD) results for a structure of composition C18H32DyNO5P2S in a non-equilibrium geometry.

CARTESIAN COORDINATES (ANGSTROEM)
C (-4.551, 2.273, -0.679)
C (-3.237, 1.957, -0.275)
N (-2.702, 0.727, -0.573)
C (-3.456, -0.171, -1.247)
C (-4.731, 0.133, -1.732)
C (-5.300, 1.373, -1.432)
C (-2.483, 2.947, 0.491)
P (-0.708, 2.767, 0.388)
Dy (-0.184, 0.108, 0.007)
P (-1.692, -2.222, -0.329)
C (-2.928, -1.565, -1.562)
O (-2.940, 2.858, 2.962)
O (-1.346, 1.164, 3.679)
H (-4.938, 3.254, -0.402)
H (-5.254, -0.617, -2.324)
H (-6.299, 1.633, -1.796)
C (-0.240, 3.683, -1.119)
C (0.048, 3.736, 1.723)
H (-3.767, -2.280, -1.577)
H (-2.436, -1.572, -2.548)
H (-2.818, 2.837, 1.965)
H (-2.781, 3.963, 0.246)
C (-0.809, -3.428, -1.392)
C (-2.751, -3.289, 0.692)
H (-0.941, 0.385, 2.498)
H (-0.506, 1.272, 4.108)
H (-2.037, 1.976, 3.422)
H (-3.818, 2.499, 3.229)
H (-0.138, -0.348, -1.949)
H (-0.831, -0.089, 1.909)
H (-0.368, 4.760, -0.943)
H (0.808, 3.450, -1.359)
H (-0.874, 3.365, -1.958)
H (-0.214, 4.794, 1.605)
H (-0.291, 3.373, 2.702)
H (1.138, 3.610, 1.670)
H (-3.175, -4.121, 0.111)
H (-2.135, -3.688, 1.510)
H (-3.559, -2.688, 1.129)
H (-1.460, -4.264, -1.687)
H (-0.425, -2.900, -2.275)
H (0.045, -3.809, -0.813)
C (6.980, -3.446, -1.102)
C (5.894, -2.480, -0.736)
C (5.929, -1.851, 0.514)
C (4.942, -0.941, 0.872)
C (3.914, -0.652, -0.026)
C (3.851, -1.281, -1.272)
C (4.847, -2.191, -1.614)
S (2.624, 0.430, 0.503)
O (3.221, 1.459, 1.378)
O (1.905, 0.942, -0.702)
O (1.619, -0.474, 1.175)
H (7.959, -2.953, -1.077)
H (7.014, -4.280, -0.391)
H (6.818, -3.847, -2.106)
H (6.735, -2.076, 1.212)
H (4.972, -0.449, 1.844)
H (3.040, -1.065, -1.961)
H (4.818, -2.689, -2.585)

Calculated values
- Calculated total energy: -84408.592 eV
- LUMO level (alpha / beta): 0.4566 / 0.4593 eV
- Relative energy (zero: lowest compared OMol25 entry of this formula, charge and spin): 0.0 kJ/mol
- Net charge: 0
- Spin multiplicity: 6

Atomic partial charges in e from the Löwdin method, atoms 1 to 6: atom 1 (C): -0.04, atom 2 (C): -0.34, atom 3 (N): 0.01, atom 4 (C): -0.34, atom 5 (C): -0.06, atom 6 (C): -0.06

=====

(2)
DFT (wB97M-V/def2-TZVPD) results for a structure of composition C18H32FN3NbS in a non-equilibrium geometry.

CARTESIAN COORDINATES (ANGSTROEM)
C (1.317, -0.298, 0.755)
C (1.103, -1.411, -0.269)
S (0.669, -3.000, 0.444)
C (-0.897, -3.301, -0.434)
Nb (-2.685, -2.006, 0.141)
C (-4.106, -0.246, 0.380)
C (-3.544, 1.161, 0.564)
C (-3.074, 1.821, -0.692)
F (-4.149, 2.421, -1.358)
H (1.080, -0.655, 1.748)
H (2.335, 0.067, 0.737)
H (0.634, 0.524, 0.573)
H (0.305, -1.157, -0.953)
H (1.996, -1.550, -0.865)
H (-0.650, -3.163, -1.480)
H (-1.155, -4.344, -0.282)
H (-2.116, -1.018, -1.341)
H (-3.906, -3.008, -0.813)
H (-3.220, -2.973, 1.616)
H (-1.621, -1.096, 1.350)
H (-4.626, -0.522, 1.296)
H (-4.832, -0.245, -0.428)
H (-4.294, 1.829, 0.989)
H (-2.722, 1.129, 1.269)
H (-2.636, 1.102, -1.373)
H (-2.353, 2.606, -0.489)
N (0.194, -0.391, -3.706)
C (1.505, -0.546, -4.071)
C (1.596, -1.691, -4.817)
C (0.286, -2.242, -4.909)
C (-0.551, -1.413, -4.212)
H (-0.181, 0.350, -3.142)
H (2.262, 0.159, -3.775)
H (2.500, -2.091, -5.245)
H (-0.004, -3.146, -5.417)
H (-1.608, -1.459, -4.016)
N (0.124, -1.241, 5.206)
C (-0.045, 0.093, 4.985)
C (0.517, 0.767, 6.037)
C (1.046, -0.208, 6.929)
C (0.786, -1.438, 6.384)
H (-0.195, -1.966, 4.587)
H (-0.547, 0.443, 4.099)
H (0.547, 1.837, 6.155)
H (1.558, -0.027, 7.859)
H (1.017, -2.429, 6.732)
N (2.601, 2.502, -1.967)
C (3.258, 3.320, -2.845)
C (3.910, 4.276, -2.114)
C (3.630, 4.024, -0.742)
C (2.819, 2.923, -0.685)
H (2.035, 1.715, -2.225)
H (3.206, 3.152, -3.906)
H (4.518, 5.068, -2.517)
H (3.983, 4.587, 0.105)
H (2.380, 2.407, 0.149)

Calculated values
- Calculated total energy: -38752.370 eV
- LUMO level: 2.4231 eV
- Net charge: -1
- Spin multiplicity: 1

Atomic partial charges in e from the Löwdin method, atoms 1 to 6: atom 1 (C): -0.19, atom 2 (C): -0.60, atom 3 (S): 0.67, atom 4 (C): -0.75, atom 5 (Nb): 1.07, atom 6 (C): -0.42

=====

(3)
DFT (wB97M-V/def2-TZVPD) results for an isolated molecule of C18H32N2.

CARTESIAN COORDINATES (ANGSTROEM)
C (-2.146, -2.841, 0.837)
N (-2.069, -1.493, 0.321)
C (-1.050, -1.405, -0.706)
H (-1.079, -0.422, -1.169)
H (-0.075, -1.533, -0.233)
H (-1.160, -2.171, -1.490)
C (-3.346, -0.868, -0.049)
C (-3.065, 0.549, -0.280)
C (-2.802, 1.710, -0.426)
C (-2.458, 3.108, -0.599)
C (-1.395, 3.581, 0.403)
C (-0.070, 2.820, 0.287)
C (-0.003, 1.597, 1.211)
C (1.217, 0.848, 0.984)
C (2.234, 0.238, 0.807)
C (3.462, -0.491, 0.478)
N (3.824, -0.325, -0.943)
C (2.836, -0.867, -1.857)
H (3.178, -0.692, -2.876)
H (2.746, -1.942, -1.718)
H (1.843, -0.407, -1.737)
C (4.124, 1.050, -1.299)
H (3.286, 1.735, -1.099)
H (4.355, 1.088, -2.363)
H (5.000, 1.395, -0.757)
C (3.257, -1.983, 0.787)
H (3.203, -2.128, 1.863)
H (2.331, -2.357, 0.357)
H (4.094, -2.554, 0.393)
C (4.606, 0.025, 1.365)
H (5.551, -0.380, 1.011)
H (4.445, -0.297, 2.391)
H (4.654, 1.110, 1.362)
H (-0.032, 1.925, 2.255)
H (-0.858, 0.942, 1.031)
H (0.758, 3.489, 0.540)
H (0.078, 2.496, -0.746)
H (-1.785, 3.481, 1.418)
H (-1.220, 4.644, 0.218)
H (-2.088, 3.257, -1.619)
H (-3.363, 3.711, -0.477)
C (-4.338, -0.940, 1.122)
H (-3.838, -0.668, 2.048)
H (-4.762, -1.937, 1.219)
H (-5.150, -0.238, 0.948)
C (-4.001, -1.461, -1.312)
H (-3.355, -1.334, -2.178)
H (-4.201, -2.521, -1.171)
H (-4.942, -0.953, -1.509)
H (-2.804, -2.882, 1.700)
H (-1.146, -3.128, 1.164)
H (-2.483, -3.579, 0.092)

Calculated values
- Calculated total energy: -22161.915 eV
- SMILES: CN(C)C(C)(C)C#CCCCCC#CC(C)(C)N(C)C
- LUMO level: 0.8261 eV
- Relative energy (zero: lowest compared OMol25 entry of this formula, charge and spin): 476.4 kJ/mol
- Net charge: 0
- Spin multiplicity: 1

Atomic partial charges in e from the natural (NBO) method, atoms 1 to 6: atom 1 (C): -0.41, atom 2 (N): -0.45, atom 3 (C): -0.43, atom 4 (H): 0.22, atom 5 (H): 0.21, atom 6 (H): 0.16

=====

(4)
DFT (wB97M-V/def2-TZVPD) results for a structure of composition C18H32N7PdSSi.

CARTESIAN COORDINATES (ANGSTROEM)
Pd (-0.282, -0.285, 1.094)
C (1.569, -1.290, 3.272)
C (0.489, -2.322, 2.978)
N (-0.795, -1.608, 2.676)
C (-1.387, -0.932, 3.878)
C (-2.086, 0.350, 3.476)
N (-1.273, 1.106, 2.480)
C (-0.181, 1.978, 2.989)
C (0.977, 1.152, 3.496)
N (1.292, 0.014, 2.560)
H (1.675, -1.075, 4.332)
H (2.528, -1.685, 2.940)
H (0.770, -2.887, 2.095)
H (0.366, -3.032, 3.797)
H (-1.477, -2.262, 2.301)
H (-2.102, -1.615, 4.337)
H (-0.598, -0.771, 4.605)
H (-3.044, 0.132, 3.007)
H (-2.281, 0.972, 4.352)
H (-1.900, 1.705, 1.953)
H (0.130, 2.602, 2.153)
H (-0.551, 2.637, 3.777)
H (1.854, 1.790, 3.596)
H (0.786, 0.737, 4.481)
H (2.113, 0.271, 2.023)
C (1.958, 3.974, -3.555)
Si (0.632, 2.704, -3.543)
C (-0.950, 3.352, -2.824)
C (0.376, 1.892, -5.170)
C (1.264, 1.305, -2.363)
C (2.437, 0.596, -2.668)
C (2.916, -0.438, -1.861)
C (2.223, -0.792, -0.723)
N (1.113, -0.103, -0.412)
C (0.676, 0.890, -1.193)
S (-0.766, 1.493, -0.371)
H (1.659, 4.799, -4.207)
H (2.915, 3.600, -3.928)
H (2.117, 4.381, -2.552)
H (-1.303, 4.113, -3.529)
H (-0.843, 3.861, -1.859)
H (-1.750, 2.608, -2.749)
H (0.014, 2.624, -5.899)
H (-0.379, 1.105, -5.089)
H (1.283, 1.452, -5.592)
H (2.995, 0.852, -3.563)
H (3.830, -0.965, -2.102)
H (2.535, -1.599, -0.073)
N (-1.761, -5.206, -0.697)
C (-1.774, -3.888, -0.921)
C (-1.198, -2.964, -0.017)
N (-1.251, -1.652, -0.272)
C (-1.840, -1.234, -1.391)
C (-2.385, -2.180, -2.268)
N (-2.358, -3.475, -2.057)
H (-1.359, -5.627, 0.122)
H (-2.169, -5.812, -1.394)
H (-0.663, -3.325, 0.843)
H (-1.939, -0.181, -1.583)
H (-2.849, -1.839, -3.186)

Calculated values
- Calculated total energy: -51781.634 eV
- LUMO level: -11.8025 eV
- Relative energy (zero: lowest compared OMol25 entry of this formula, charge and spin): 0.0 kJ/mol
- Net charge: +3
- Spin multiplicity: 1

Atomic partial charges in e from the natural (NBO) method, atoms 1 to 6: atom 1 (Pd): 1.09, atom 2 (C): -0.26, atom 3 (C): -0.24, atom 4 (N): -0.59, atom 5 (C): -0.26, atom 6 (C): -0.26